Entry from OMol25: a cluster of 2 separate species, C3H9IOSSi in total (ωB97M-V with the def2-TZVPD basis set).

XYZ file:
```
16
C3H9IOSSi (ωB97M-V with the def2-TZVPD basis set)
C 0.057 -0.558 -1.758
C -0.532 1.979 0.196
C -1.580 -1.096 0.931
O 1.712 -0.759 1.639
Si -0.619 0.082 -0.186
S 3.198 -0.383 1.815
I 3.875 0.105 -0.575
H 0.740 0.155 -2.124
H 0.649 -1.477 -1.664
H -0.634 -0.975 -2.461
H -1.260 2.501 0.815
H 0.411 2.242 0.512
H -0.611 2.601 -0.677
H -2.695 -0.967 1.079
H -1.446 -2.159 0.510
H -1.264 -1.292 1.949
```

Summary:
**Molar mass**: 248.16 g mol⁻¹
**ΔE to the lowest compared entry with this formula, charge and spin**: 2.697 eV
**Charge**: 0



Entry from OMol25: a cluster of 2 separate species, C3H9ISi in total (ωB97M-V with the def2-TZVPD basis set).

XYZ file:
```
14
C3H9ISi (ωB97M-V with the def2-TZVPD basis set)
C -0.662 -1.910 0.138
C -0.675 1.202 0.462
C 1.838 1.446 -0.026
Si -1.140 -0.234 -0.584
I 2.697 -0.388 -0.251
H -1.387 -2.340 0.738
H -0.330 -2.462 -0.699
H 0.310 -1.933 0.790
H -0.757 2.291 0.367
H -0.614 0.855 1.638
H 1.678 2.197 -0.837
H 2.191 1.998 0.807
H -2.585 -0.542 -0.723
H -0.563 -0.181 -1.820
```

Summary:
**Molar mass**: 200.10 g mol⁻¹
**ΔE to the lowest compared entry with this formula, charge and spin**: 5.585 eV
**Charge**: 0



Entry from OMol25: a structure of composition C3H9IrO3 (ωB97M-V with the def2-TZVPD basis set).

XYZ file:
```
16
C3H9IrO3 (ωB97M-V with the def2-TZVPD basis set)
Ir -0.685 0.048 -2.140
O 0.704 -1.097 -1.724
H 0.513 -2.079 -1.102
C -1.809 1.583 0.265
O -0.735 0.834 -0.279
C 0.211 0.374 0.682
C 1.292 -0.453 0.014
H -2.493 1.829 -0.555
H -2.342 0.990 1.023
H -1.410 2.509 0.702
H -0.340 -0.230 1.421
H 0.659 1.256 1.166
H 2.076 -0.611 0.775
H 1.900 0.253 -0.585
O 0.814 -2.364 0.174
H 1.647 -2.842 0.163
```

Summary:
**Molar mass**: 285.32 g mol⁻¹
**Spin multiplicity**: 6
**ΔE to the lowest compared entry with this formula, charge and spin**: 3.368 eV
**Charge**: +1



Entry from OMol25: a cluster of 2 separate species, C3H9N in total (ωB97M-V with the def2-TZVPD basis set).

XYZ file:
```
13
C3H9N (ωB97M-V with the def2-TZVPD basis set)
C -4.914 0.718 1.496
N -5.481 1.813 1.223
H -5.124 -0.104 0.811
H -4.131 0.568 2.240
H -5.501 2.427 2.042
C 2.633 -1.231 -0.797
C 3.628 -0.085 -1.135
H 2.822 -1.538 0.231
H 1.596 -0.999 -1.010
H 2.958 -2.078 -1.399
H 3.152 0.874 -0.930
H 3.831 -0.078 -2.203
H 4.531 -0.288 -0.569
```

Summary:
**Molar mass**: 59.11 g mol⁻¹
**ΔE to the lowest compared entry with this formula, charge and spin**: 1.449 eV
**Charge**: 0
**Structure (SMILES)**: C=N.CC



Entry from OMol25: an isolated molecule of C3H9N (ωB97M-V with the def2-TZVPD basis set).

XYZ file:
```
13
C3H9N (ωB97M-V with the def2-TZVPD basis set)
C -0.804 0.914 0.720
C 0.324 0.100 0.111
C 0.115 -1.390 0.469
N 0.490 0.301 -1.308
H -1.751 0.525 0.318
H -0.869 0.849 1.815
H -0.784 1.980 0.488
H 1.272 0.388 0.589
H -0.757 -1.795 -0.073
H 0.917 -2.052 0.170
H -0.215 -1.340 1.511
H 0.958 1.175 -1.521
H -0.373 0.304 -1.825
```

Summary:
**Molar mass**: 59.11 g mol⁻¹
**ΔE to the lowest compared entry with this formula, charge and spin**: 0.196 eV
**Charge**: 0
**Structure (SMILES)**: CC(C)N



Entry from OMol25: a cluster of 2 separate species, C3H9N in total (ωB97M-V with the def2-TZVPD basis set).

XYZ file:
```
13
C3H9N (ωB97M-V with the def2-TZVPD basis set)
C 1.175 0.173 2.633
N 0.705 0.357 1.407
C 0.588 -0.806 0.509
H 1.480 1.093 3.126
H 1.776 -0.658 3.002
H -0.505 -0.854 0.471
H 1.011 -1.729 0.806
H 0.711 -0.728 -0.490
C -1.360 0.632 -2.296
H -2.281 0.012 -2.138
H -0.536 -0.043 -2.390
H -1.279 1.297 -1.434
H -1.486 1.255 -3.206
```

Summary:
**Molar mass**: 59.11 g mol⁻¹
**ΔE to the lowest compared entry with this formula, charge and spin**: 2.068 eV
**Charge**: 0
**Structure (SMILES)**: C=NC.C



no.,F_max (eV Å⁻¹)
1,2.73
2,4.45
3,4.07
4,1.70
5,1.77
6,4.36